Record 1
Formula: C49H56BiN6OP2STe
Source: OMol25
Level of theory: ωB97M-V with the def2-TZVPD basis set

Positions of all 117 atoms, in Å:
Bi 0.41265 0.38096 -0.16674
C 4.01742 4.46199 4.18774
C 2.60337 4.49537 3.74988
N 1.59061 4.94593 4.42652
N 0.51926 4.73008 3.61473
C 0.83716 4.16163 2.44198
S -0.17012 3.70330 1.17211
N 2.18163 4.02427 2.53160
N 2.98275 3.38069 1.58441
H 4.06398 4.70644 5.24529
H 4.61884 5.18707 3.63665
H 4.43791 3.46960 4.02406
H -0.40613 4.99873 3.90232
H 3.75670 3.99613 1.35291
H 2.40498 3.24632 0.75551
C -3.29002 0.92415 -0.51003
C -3.44471 -0.50360 0.01401
P -1.88832 -1.15712 0.76086
C -2.07711 -2.95028 0.90220
C -0.94488 -3.68206 1.25113
C -1.02547 -5.05345 1.43480
C -2.23860 -5.70441 1.25957
C -3.36908 -4.98065 0.90514
C -3.29223 -3.60646 0.72882
C -2.13842 -0.59454 2.48944
C -1.70286 0.67818 2.85012
C -1.90596 1.15619 4.13642
C -2.54338 0.36432 5.07881
C -2.98453 -0.90452 4.72664
C -2.78578 -1.38157 3.44071
P -2.23201 1.04564 -2.02094
C -3.40969 0.63114 -3.36171
C -4.66683 1.22381 -3.46731
C -5.49432 0.92947 -4.53811
C -5.06926 0.04712 -5.52378
C -3.81711 -0.54021 -5.43391
C -2.99254 -0.25014 -4.35458
C -2.11897 2.86275 -2.23818
C -1.36796 3.30047 -3.33159
C -1.26267 4.64914 -3.62672
C -1.88066 5.58853 -2.80986
C -2.60902 5.16722 -1.70911
C -2.73639 3.81230 -1.42962
H -2.84388 1.56603 0.25816
H -4.28230 1.32464 -0.72797
H -3.76891 -1.17001 -0.78657
H -4.19242 -0.51674 0.80937
H 0.00740 -3.18057 1.38391
H -0.13904 -5.61010 1.70954
H -2.30530 -6.77480 1.40077
H -4.31642 -5.48550 0.77036
H -4.18520 -3.05522 0.46331
H -1.19472 1.31873 2.13856
H -1.55209 2.14396 4.40289
H -2.69339 0.73010 6.08587
H -3.48028 -1.52862 5.45851
H -3.11844 -2.38051 3.18734
H -4.99881 1.93700 -2.72135
H -6.46850 1.39462 -4.61075
H -5.71451 -0.17619 -6.36297
H -3.48201 -1.22429 -6.20248
H -2.02081 -0.71958 -4.27231
H -0.87968 2.57124 -3.97081
H -0.70585 4.96832 -4.49815
H -1.79552 6.64395 -3.03320
H -3.09102 5.89346 -1.06810
H -3.31892 3.51130 -0.56901
O -1.89564 -2.27334 -2.05349
H -1.00276 -2.42085 -2.38907
H -2.39624 -3.06089 -2.29266
C 3.32641 -6.30470 3.38832
C 3.03871 -4.89136 2.96454
C 3.78261 -4.27263 1.97224
C 3.56026 -2.95007 1.59540
C 4.42571 -2.37007 0.51088
C 2.54695 -2.22666 2.23994
Te 2.34543 -0.13422 1.86913
C 1.78582 -2.82803 3.25381
C 0.71945 -2.08751 4.00734
C 2.03920 -4.15341 3.58561
H 3.94472 -6.82071 2.65546
H 2.40699 -6.87369 3.52690
H 3.86095 -6.31150 4.34005
H 4.56110 -4.83251 1.46581
H 5.18842 -1.70814 0.92689
H 3.83738 -1.78627 -0.19282
H 4.92872 -3.16542 -0.03822
H 0.03475 -1.58189 3.32971
H 1.15122 -1.31384 4.64557
H 0.14316 -2.76837 4.63255
H 1.44056 -4.61844 4.36150
C 1.61375 -3.16170 -3.52476
C 1.76328 -3.43993 -2.17359
C 1.46945 -2.46911 -1.22313
C 1.02213 -1.21282 -1.61588
C 0.87763 -0.93737 -2.97562
C 1.17559 -1.90565 -3.92712
H 1.83484 -3.91982 -4.26437
H 2.11193 -4.41372 -1.85396
H 1.60010 -2.70380 -0.17478
H 0.53806 0.03997 -3.30090
H 1.06942 -1.67912 -4.98065
C 2.24175 5.33680 -2.83820
C 2.47654 3.91098 -2.47188
C 3.44328 3.00834 -2.86784
C 3.17426 1.82442 -2.16361
N 2.10648 1.98780 -1.38304
N 1.69803 3.26179 -1.59210
C 3.92671 0.53951 -2.20573
H 3.15702 5.91559 -2.72098
H 1.46629 5.77904 -2.21411
H 1.92819 5.41903 -3.87859
H 4.24933 3.18073 -3.55988
H 0.90456 3.62076 -1.07231
H 4.99721 0.73010 -2.26968
H 3.63475 -0.05759 -3.07113
H 3.72397 -0.04087 -1.30868

Properties
HOMO: -0.360 Eh
Kohn-Sham gap: 7.801 eV
multiplicity: 1
ΔE to the lowest compared entry with this formula, charge and spin: 0.0 kcal per mole
total charge: +1

=====

Record 2
Formula: C5H12O3
Source: OMol25
Level of theory: ωB97M-V with the def2-TZVPD basis set

Positions of all 20 atoms, in Å:
C 0.03394 0.99431 0.10171
C -0.01096 0.40529 1.34157
C 0.20888 -1.00812 -1.67511
C -1.15749 1.60808 -0.56551
C 0.47887 -2.12832 -0.96863
O 1.27833 1.56823 -0.20699
O -1.19945 0.44442 2.02176
O 1.07149 0.50678 2.18602
H 1.29918 1.82736 -1.13268
H -1.06841 -0.01016 2.86327
H 1.81698 0.83663 1.66460
H 0.00954 -1.69236 1.64797
H -0.74478 -0.85850 -2.15589
H 1.00780 -0.39793 -2.07943
H -1.21902 2.68172 -0.37242
H -2.07598 1.14596 -0.21905
H -1.10443 1.49483 -1.64901
H 1.50757 -2.38652 -0.76076
H 0.10103 -2.08954 0.92831
H -0.23309 -2.94217 -0.96973

Properties
HOMO: -0.272 Eh
Kohn-Sham gap: 8.168 eV
multiplicity: 1
ΔE to the lowest compared entry with this formula, charge and spin: 109.2 kcal per mole
total charge: 0

=====

Record 3
Formula: C2H16O6
Source: OMol25
Level of theory: ωB97M-V with the def2-TZVPD basis set

Positions of all 24 atoms, in Å:
C 0.80837 -4.22295 2.36946
C 0.44644 -4.54960 1.13331
H 1.20114 -3.22689 2.73659
H 0.43678 -4.75736 3.25260
H 0.61005 -3.81646 0.24457
H -0.02510 -5.53598 1.06753
O -1.55606 2.48920 -1.03128
H -1.85335 1.71107 -1.50549
H -1.78173 2.25044 -0.12123
O -2.55588 -0.01331 0.11536
H -2.75681 -0.87272 -0.19699
H -1.77626 0.06719 0.65483
O 0.83636 1.51478 -2.01105
H 0.90649 1.39593 -2.97317
H 0.10745 2.12922 -1.75061
O -0.27432 0.16761 1.57334
H -0.59887 -0.68225 2.14725
H 0.62630 0.05271 1.27863
O 0.32007 5.14885 -2.43315
H -0.52306 4.66697 -1.92095
H 1.11023 5.12376 -1.89554
O 1.98693 0.05893 -0.05940
H 2.79991 0.51496 0.16696
H 1.50491 0.38592 -0.84157

Properties
HOMO: -0.382 Eh
Kohn-Sham gap: 10.800 eV
multiplicity: 1
ΔE to the lowest compared entry with this formula, charge and spin: 46.9 kcal per mole
total charge: 0

=====

Record 4
Formula: C5H7NO
Source: OMol25
Level of theory: ωB97M-V with the def2-TZVPD basis set

Positions of all 14 atoms, in Å:
N 0.84966 2.18772 1.71560
C 1.06366 1.12558 1.14267
C 1.47926 0.09464 0.43720
C 0.82289 -0.24763 -0.88453
C -0.44614 -0.90361 -0.39452
C -1.82171 -0.56441 -0.72803
O -1.20514 0.07191 0.36379
H 0.01944 2.27219 2.29909
H 2.04288 -0.68040 0.94648
H 0.59240 0.64195 -1.48083
H 1.47988 -0.89320 -1.48313
H -0.25480 -1.87819 0.06904
H -2.03510 0.03326 -1.60715
H -2.58719 -1.25981 -0.39568

Properties
HOMO: -0.312 Eh
Kohn-Sham gap: 9.562 eV
multiplicity: 1
ΔE to the lowest compared entry with this formula, charge and spin: 72.0 kcal per mole
total charge: 0

=====

Record 5
Formula: C5H11P
Source: OMol25
Level of theory: ωB97M-V with the def2-TZVPD basis set

Positions of all 17 atoms, in Å:
C 2.31806 1.26659 0.01348
C 0.78937 -1.41686 1.31171
C 1.10847 0.87047 -0.48826
C -2.37737 1.24078 0.48048
C -0.64177 -1.42724 -1.15385
P -0.01325 -0.41851 0.24772
H 2.87182 1.98126 -0.64131
H 2.93113 0.68143 0.60340
H 0.44536 -2.39079 1.73253
H 1.29889 -0.81488 1.98171
H 0.53597 1.62518 -1.08731
H -1.74808 2.02826 0.70168
H -2.65791 1.01841 -0.58403
H -2.64132 0.51049 1.20224
H 0.03488 -2.25488 -1.16338
H -1.74949 -1.67166 -1.09702
H -0.50476 -0.82803 -2.05978

Properties
HOMO (alpha / beta): -0.254 / -0.281 Eh
Kohn-Sham gap (alpha / beta): 7.245 / 7.592 eV
multiplicity: 1
ΔE to the lowest compared entry with this formula, charge and spin: 103.8 kcal per mole
total charge: 0